Entry 1:
A 2-piece molecular cluster, CF4N2O overall in a non-equilibrium geometry. Source: the OMol25 dataset; level of theory: ωB97M-V/def2-TZVPD.

Geometry as XYZ:
```
8
Properties=species:S:1:pos:R:3:mulliken_charge:R:1
C 0.36261 0.34916 -0.59906 0.576
N 0.51157 -0.95277 -0.50587 0.314
N -0.94022 0.39639 0.93273 0.050
O 1.04412 1.25205 -0.97871 -0.358
F -0.56778 -1.62593 -0.09408 -0.118
F 1.19264 -1.60402 -1.47270 -0.143
F -0.03019 0.57751 1.95363 -0.155
F -1.57275 1.60760 0.76406 -0.166
```

Results
- gap between HOMO and LUMO (alpha / beta) (eV) = 9.60 / 9.60
- LUMO level (alpha / beta) (eV) = -0.627 / -0.627
- relative energy (zero: lowest compared OMol25 entry of this formula, charge and spin) (eV) = 8.736



Entry 2:
A 2-piece molecular cluster, C23H24F4N overall in a non-equilibrium geometry. Source: the OMol25 dataset; level of theory: ωB97M-V/def2-TZVPD.

Geometry as XYZ:
```
52
Properties=species:S:1:pos:R:3:mulliken_charge:R:1
F -2.43748 4.05924 -2.99946 -0.289
C -2.21407 2.70878 -2.83239 0.342
C -3.31813 1.85446 -2.77064 -0.674
C -3.03766 0.49305 -2.61474 0.400
F -4.09668 -0.38591 -2.66820 -0.286
C -1.76181 0.00296 -2.41659 -0.828
C -0.65018 0.92015 -2.33790 0.946
C 0.59793 0.43229 -1.90300 0.051
C 1.89668 0.93680 -2.23499 0.780
C 2.94758 0.01475 -2.54893 -0.673
C 4.21590 0.48259 -2.83686 0.273
F 5.22908 -0.41800 -3.09776 -0.288
C 4.53517 1.84481 -2.87942 -0.652
C 3.48196 2.72814 -2.63192 0.063
F 3.72418 4.07893 -2.77072 -0.285
C 2.21159 2.32132 -2.26478 -0.594
C -0.90390 2.27308 -2.72383 -0.994
H -4.32802 2.23200 -2.86800 0.528
H -1.58313 -1.07266 -2.31707 0.460
H 0.58244 -0.57996 -1.49941 0.155
H 2.73955 -1.05926 -2.56769 0.491
H 5.54191 2.19876 -3.08789 0.499
H 1.46864 3.05480 -1.95332 0.683
H -0.08484 2.96728 -2.88044 0.648
C -1.20890 1.80057 3.44586 -0.846
C -1.63101 0.55031 4.21043 -0.915
C -1.07669 -0.76958 3.65640 -0.602
C -0.62229 -0.75228 2.20977 0.754
N -0.16178 -1.94256 1.76609 0.025
C -0.10493 -3.13128 2.59061 -0.692
C 0.39902 -4.26109 1.67695 -0.570
C 0.69439 -3.62764 0.31005 -0.699
C 0.17708 -2.17667 0.38512 0.096
C -0.68569 0.37460 1.41128 0.072
C -1.33691 1.61000 1.91877 -0.755
H -1.83999 2.63215 3.77261 0.378
H -0.17457 2.06349 3.69462 0.335
H -1.34316 0.63619 5.26365 0.361
H -2.72678 0.49119 4.21339 0.328
H -0.24990 -1.10026 4.30689 0.355
H -1.86510 -1.52270 3.80855 0.247
H 0.56725 -2.98909 3.44930 0.317
H -1.09910 -3.37748 3.00274 0.295
H 1.29481 -4.71181 2.11389 0.301
H -0.38273 -5.02514 1.59709 0.245
H 1.77525 -3.61033 0.12954 0.261
H 0.20821 -4.16645 -0.50890 0.327
H -0.70078 -2.04115 -0.27165 0.102
H 0.96353 -1.49158 0.05994 0.157
H -0.27664 0.39233 0.39603 -0.287
H -2.41497 1.57873 1.70798 0.290
H -0.93430 2.47917 1.38893 0.366
```

Results
- gap between HOMO and LUMO (eV) = 3.41
- LUMO level (eV) = -6.579
- total charge = +1



Entry 3:
C18H24BBaN8OS4 as an isolated structure. Source: the OMol25 dataset; level of theory: ωB97M-V/def2-TZVPD.

Geometry as XYZ:
```
57
Properties=species:S:1:pos:R:3:mulliken_charge:R:1
Ba 1.04871 0.91026 -0.23372 1.525
B 2.43394 2.62676 3.41518 0.003
N 3.28519 1.47614 2.77532 0.025
C 4.49672 1.18057 3.26058 -0.349
C 5.03553 0.14854 2.51830 -0.859
C 4.05553 -0.12370 1.56531 -0.484
N 2.99796 0.67523 1.73463 0.169
N 1.04314 2.90048 2.77347 0.605
C 0.00261 3.28152 3.53104 -0.456
C -0.98510 3.79343 2.71067 -0.769
C -0.44384 3.67807 1.42856 -0.102
N 0.77855 3.14452 1.46942 -0.890
H 3.10025 3.63964 3.35653 -0.155
H 2.20766 2.32067 4.56798 -0.168
H 4.89858 1.72625 4.09789 0.423
H 5.99666 -0.31964 2.63984 0.372
H 4.06988 -0.84023 0.75720 0.463
H 0.03836 3.18082 4.60173 0.441
H -1.94472 4.18590 2.99878 0.397
H -0.88339 3.93749 0.47726 0.433
S 3.01768 0.08473 -2.56282 -0.501
C 2.04381 -0.73827 -3.73822 0.398
C 2.64735 -0.84464 -5.04544 -0.072
N 3.14333 -0.92608 -6.08211 -0.542
C 0.80703 -1.29441 -3.57440 0.371
S -0.16855 -1.30755 -2.11884 -0.468
C 0.18745 -1.93177 -4.70380 -0.066
N -0.35819 -2.43554 -5.58706 -0.678
C -3.40942 1.08155 -2.15994 -1.021
N -2.57473 1.05916 -3.33692 0.282
C -2.79153 0.27229 -4.45538 -0.200
C -1.75274 0.45993 -5.28814 -0.845
N -0.92116 1.37148 -4.67007 0.146
C -1.40164 1.71750 -3.45857 -0.117
S -0.68880 2.78414 -2.35954 -0.452
H -4.44908 1.24143 -2.44400 0.364
H -3.07420 1.89769 -1.52441 0.322
H -3.31682 0.14192 -1.61466 0.308
H -3.64910 -0.36880 -4.54189 0.444
H -1.49945 -0.00619 -6.22081 0.512
H 0.01311 1.61157 -4.96135 0.286
C -0.40113 -4.10665 3.33271 -1.058
C -0.76660 -2.65941 3.04315 -0.489
S -0.32294 -2.19321 1.35146 0.410
O -0.51881 -0.70084 1.29933 -0.563
C -1.74227 -2.92852 0.49233 -0.274
C -3.03287 -2.16981 0.74548 -1.160
H -0.65528 -4.35915 4.36205 0.362
H 0.66675 -4.27477 3.19579 0.299
H -0.93904 -4.79588 2.68104 0.286
H -0.18941 -1.96467 3.65458 0.394
H -1.82544 -2.45207 3.19944 0.281
H -1.78445 -3.97303 0.80566 0.330
H -1.45255 -2.89531 -0.55945 0.147
H -3.48688 -2.42839 1.70264 0.329
H -3.75293 -2.39269 -0.04201 0.384
H -2.83266 -1.09844 0.73818 0.227
```

Results
- gap between HOMO and LUMO (eV) = 6.01
- LUMO level (eV) = 2.000
- relative energy (zero: lowest compared OMol25 entry of this formula, charge and spin) (eV) = 0.308
- total charge = -1



Entry 4:
A 2-piece molecular cluster, C4H5ClN2O overall in a non-equilibrium geometry. Source: the OMol25 dataset; level of theory: ωB97M-V/def2-TZVPD.

Geometry as XYZ:
```
13
Properties=species:S:1:pos:R:3:mulliken_charge:R:1
C -0.05560 -1.29247 -0.78187 -0.565
C -0.94083 0.40196 -1.71874 -0.197
C 0.12520 -0.26881 0.13348 0.344
C 0.80197 -0.16510 1.38398 -0.358
N -0.70016 -0.90257 -1.90691 -0.594
N -0.62428 0.77356 -0.44527 -0.078
O 2.55982 0.59769 0.76536 -0.410
Cl 2.55623 1.54272 -0.49701 -0.040
H 0.29325 -2.22852 -0.70607 0.524
H -1.33873 1.04967 -2.34819 0.490
H 0.51573 0.66100 1.92551 0.246
H 1.16702 -1.02417 1.98524 0.295
H -0.47181 1.84017 -0.21670 0.344
```

Results
- gap between HOMO and LUMO (eV) = 8.05
- LUMO level (eV) = -0.656
- relative energy (zero: lowest compared OMol25 entry of this formula, charge and spin) (eV) = 4.456



Entry 5:
One molecule with the formula C9H6S2 in a non-equilibrium geometry. Source: the OMol25 dataset; level of theory: ωB97M-V/def2-TZVPD.

Geometry as XYZ:
```
17
Properties=species:S:1:pos:R:3:mulliken_charge:R:1
S -1.95863 1.53886 -1.32194 -0.193
S 1.81615 1.87493 -1.22701 -0.195
C -3.06301 0.29117 -0.76578 -0.404
C 3.05565 0.62600 -0.78220 -0.453
C -2.50327 -0.48712 0.26288 -0.673
C 2.44553 -0.27152 0.10413 -0.473
C -0.74192 0.91318 -0.27718 0.481
C 0.62840 1.06016 -0.17837 0.405
C -1.07927 -0.14731 0.49595 -0.126
C 1.11272 0.00229 0.47616 -0.035
C 0.08956 -0.94132 1.04197 -0.494
H -4.05154 0.17515 -1.09078 0.476
H 4.11463 0.53016 -0.91647 0.434
H -3.08771 -1.26126 0.80224 0.326
H 2.93087 -1.16047 0.59603 0.293
H 0.15005 -0.79704 2.10726 0.250
H 0.14177 -1.94587 0.67310 0.381
```

Results
- SMILES = c1cc2c(s1)-c1sccc1C2
- gap between HOMO and LUMO (eV) = 8.15
- LUMO level (eV) = 0.491
- relative energy (zero: lowest compared OMol25 entry of this formula, charge and spin) (eV) = 0.000



Q: What is the formula in the first record?
A: CF4N2O